[1]
This record from OMol25 describes a single C6H13N molecule in a non-equilibrium geometry. The level of theory is wB97M-V/def2-TZVPD.

The calculation puts the calculated total energy at -291.15323 Ha. As for the SMILES: [H]/N=C/C(C)(C)CC. As for the orbital gap: 10.6 eV. The calculation puts the HOMO energy at -9.7 eV.

Each line ends with the Löwdin charge.
Atoms and positions in Å:
H  -1.94  -0.11  1.55  0.0806
C  -1.21  1.43  -0.51  -0.0583
H  2.39  1.54  1.44  0.0577
H  0.56  -2.43  -0.33  0.0639
H  1.93  -1.40  0.11  0.0602
C  0.60  0.92  1.06  -0.2182
H  -1.73  1.99  0.26  0.0802
C  1.22  -1.64  -0.68  -0.1127
H  0.16  1.23  2.02  0.1273
C  -0.37  0.30  0.11  -0.5471
H  1.12  0.32  -1.53  0.0981
C  0.44  -0.40  -1.09  -0.2060
H  -0.72  -1.38  1.44  0.0795
H  -1.94  1.01  -1.20  0.0837
C  -1.29  -0.66  0.86  -0.0563
N  1.81  1.05  0.76  0.1199
H  -1.93  -1.20  0.16  0.0877
H  -0.31  -0.66  -1.84  0.1044
H  -0.56  2.11  -1.07  0.0855
H  1.78  -2.02  -1.53  0.0700

=====

[2]
This record from OMol25 describes a molecular structure, C6H6O2Sn in a non-equilibrium geometry. The level of theory is wB97M-V/def2-TZVPD.

As for the net charge: +1. Its spin multiplicity is 2. The calculation puts the calculated total energy at -596.66547 Ha. As for the expectation value of S²: 0.753. As for the orbital gap (alpha / beta): 4.6 / 4.8 eV. The calculation puts the HOMO energy (alpha / beta) at -11.3 / -11.3 eV.

Each line ends with the Mulliken spin population.
Atoms and positions in Å:
H  0.20  -3.20  1.60  0.0001
O  -0.33  -2.48  1.95  -0.0001
O  0.19  1.92  -1.40  -0.0079
C  0.50  -1.59  -0.09  0.0002
H  1.00  -2.45  -0.51  -0.0002
C  0.09  0.83  -0.57  -0.0030
H  -1.43  -0.03  2.25  -0.0001
H  0.18  1.68  -2.33  -0.0063
Sn  0.41  4.79  -1.96  1.0108
H  -1.08  1.98  0.71  -0.0005
C  -0.74  -0.14  1.42  0.0027
C  -0.67  0.99  0.56  0.0027
C  -0.21  -1.40  1.11  -0.0008
C  0.63  -0.43  -0.93  0.0018
H  1.28  -0.48  -1.80  0.0006

=====

[3]
This record from OMol25 describes 2 unconnected molecules or ions with the total composition C14H27Br2FNO3S in a non-equilibrium geometry. The level of theory is wB97M-V/def2-TZVPD.

As for the net charge: +1. The calculation puts the calculated total energy at -6475.77216 Ha. As for the orbital gap: 8.4 eV. The calculation puts the HOMO energy at -11.8 eV.

Each line ends with the Löwdin charge.
Atoms and positions in Å:
C  0.80  2.97  -6.35  -0.5318
H  -2.03  0.59  -6.10  0.1356
O  -0.24  -2.76  6.70  0.1106
H  1.74  -3.70  8.05  0.0756
H  3.35  -3.56  7.35  0.0827
Br  -0.11  -1.09  -4.29  0.7681
H  -0.41  1.53  -7.65  0.1296
H  -0.97  2.68  -2.89  0.1440
C  1.34  0.30  1.52  -0.1898
H  -1.11  -3.32  3.12  0.0874
H  1.37  1.21  2.28  0.0814
S  2.49  2.56  -5.65  0.6311
H  -1.79  -2.80  4.67  0.0976
C  0.53  -2.48  5.79  -0.5498
H  0.81  1.89  -2.87  0.1166
H  -0.91  -4.36  4.54  0.1028
H  0.19  3.76  -5.72  0.0954
H  -2.66  -0.52  -3.48  0.1659
C  -1.30  1.36  -5.55  -0.2041
O  0.28  -2.67  4.47  -0.0220
H  3.08  -1.07  7.21  0.1234
C  2.21  -1.72  7.27  -0.2171
C  -2.60  0.97  -2.09  -0.1257
C  0.01  1.52  -6.53  -0.2760
C  -1.00  0.86  -1.58  -0.2390
Br  0.66  2.91  -0.05  0.6825
C  -0.64  1.38  -0.07  -0.5795
H  -1.91  2.38  -5.52  0.1455
H  2.65  3.09  -4.36  -0.1291
H  3.01  -2.83  8.94  0.0825
F  -3.28  -0.18  -1.46  -0.0396
O  1.77  -1.95  5.92  0.0180
H  -3.14  1.07  -4.08  0.1883
H  2.09  0.43  0.62  0.0736
N  -2.42  0.50  -3.54  0.0494
H  -1.66  1.80  0.39  0.1162
H  -0.90  0.10  1.93  0.1287
C  -0.20  0.14  0.96  -0.2507
C  -0.95  -3.32  4.20  -0.0546
H  0.78  0.65  -6.48  0.0767
C  -0.99  0.73  -4.07  -0.6595
H  0.97  3.40  -7.43  0.0909
H  1.44  -1.18  7.84  0.1259
H  -0.29  -0.92  0.47  0.1087
H  -0.84  -0.30  -1.55  0.1229
C  -0.35  1.67  -2.89  -0.1247
C  2.60  -3.03  7.95  -0.0675
H  -3.11  2.04  -1.99  0.2100
H  1.67  -0.69  2.08  0.0924

=====

[4]
This record from OMol25 describes 3 unconnected molecules or ions with the total composition C4H16NO2 in a non-equilibrium geometry. The level of theory is wB97M-V/def2-TZVPD.

Its spin multiplicity is 2. The calculation puts the calculated total energy at -367.10467 Ha. As for the expectation value of S²: 0.751. As for the orbital gap (alpha / beta): 3.6 / 12.1 eV. The calculation puts the HOMO energy (alpha / beta) at -2.8 / -11.4 eV.

Each line ends with the Mulliken spin population.
Atoms and positions in Å:
O  -2.58  0.47  -2.25  0.3911
C  1.11  1.26  1.25  0.4739
C  0.62  -0.75  -0.24  0.8543
H  0.66  0.00  -1.03  0.1759
H  -0.99  -1.79  0.52  -0.5655
O  -3.42  -0.34  0.16  0.2957
H  0.15  1.60  0.87  -0.1666
H  3.72  -0.14  1.02  0.0020
H  -1.02  -0.12  0.86  0.1139
H  3.12  0.79  -0.34  -0.0454
C  1.56  -0.17  0.83  0.0284
H  -1.39  -0.55  -0.61  -0.1886
H  1.80  2.02  0.89  -0.0341
H  3.22  -0.94  -0.45  -0.0083
H  0.97  -1.70  -0.66  0.2127
H  -4.21  -0.63  0.64  -0.1109
C  2.96  -0.12  0.23  0.0354
H  1.14  1.36  2.32  0.0610
H  -2.04  1.27  -2.32  -0.0475
H  1.55  -0.77  1.74  -0.1284
N  -0.82  -0.86  0.18  -0.2499
H  -3.73  0.19  -0.59  -0.0264
H  -2.36  -0.07  -3.02  -0.0726

=====

[5]
This record from OMol25 describes 8 unconnected molecules or ions with the total composition C26H52F6N6O10 in a non-equilibrium geometry. The level of theory is wB97M-V/def2-TZVPD.

The calculation puts the calculated total energy at -2702.01698 Ha. As for the SMILES: CCOC(=O)C(F)(F)F.CCOC(=O)C(F)(F)F.CNC(C)=O.CNC(C)=O.CNC(C)=O.CNC(C)=O.CNC(C)=O.CNC(C)=O. As for the orbital gap: 9.5 eV. The calculation puts the HOMO energy at -9.5 eV.

Each line ends with the Löwdin charge.
Atoms and positions in Å:
F  -20.90  14.86  26.00  0.2092
N  -9.49  12.43  8.69  0.0193
H  -10.26  13.16  10.63  0.0736
C  -19.16  18.91  10.55  -0.5212
H  -9.33  14.01  27.00  0.1345
O  -18.85  11.82  6.56  0.0649
C  -3.15  9.53  13.29  -0.0015
O  -5.32  10.47  13.09  0.0580
H  -7.84  12.80  6.51  0.0723
O  -11.35  13.36  19.59  0.1304
H  -7.86  13.48  28.54  0.0727
C  -18.33  10.50  23.44  -0.0603
H  -5.32  12.42  15.74  0.0785
C  -11.96  12.29  19.58  -0.2516
C  -9.73  12.28  7.39  -0.5643
H  -7.72  5.32  17.04  0.0838
H  -17.45  9.86  23.47  0.0835
F  -12.15  9.92  20.04  0.1231
H  -8.05  11.03  6.77  0.0706
C  -17.38  13.32  5.42  -0.0052
C  -4.84  12.65  14.79  -0.0516
H  -10.19  16.59  26.80  0.0888
H  -19.31  16.76  10.46  0.0708
C  -14.22  13.30  19.12  -0.2299
F  -20.49  15.51  23.93  0.1365
F  -10.21  10.93  20.50  0.1709
H  -17.68  17.32  11.04  0.0649
H  -17.61  10.23  8.39  0.0862
C  -11.26  10.89  19.65  -0.4607
H  -19.15  17.31  12.09  0.0672
H  -6.15  5.03  16.25  0.0728
F  -21.52  13.51  24.42  0.1222
H  -8.55  12.24  9.01  0.1346
C  -8.53  11.96  6.44  -0.0021
H  -4.54  7.95  19.40  0.0730
H  -5.25  6.72  17.35  0.1263
O  -18.16  14.44  25.17  0.1303
C  -9.78  15.82  26.14  -0.0738
H  -3.04  11.52  14.83  0.1290
C  -20.59  14.45  24.81  -0.4976
H  -17.19  12.20  23.89  0.1268
O  -10.84  12.29  6.87  0.0166
H  -3.05  8.86  14.14  0.0835
H  -10.62  15.31  25.68  0.0855
N  -18.59  19.98  11.15  -0.0195
H  -18.39  10.75  22.38  0.0825
C  -17.74  12.24  6.43  -0.6007
H  -16.36  13.69  5.33  0.0709
H  -5.59  12.88  14.03  0.0836
F  -10.94  10.54  18.36  0.1329
C  -18.99  21.34  10.83  -0.0653
H  -9.11  16.27  25.41  0.0884
H  -16.61  11.45  9.26  0.0783
H  -7.02  3.70  17.13  0.0853
O  -19.99  18.97  9.64  0.0184
H  -18.08  14.16  5.39  0.0821
H  -17.72  19.84  11.64  0.1347
H  -18.25  21.59  10.06  0.0817
H  -8.92  11.76  5.45  0.0763
H  -6.31  14.08  27.87  0.0879
H  -11.52  12.84  9.35  0.0795
H  -18.73  22.03  11.63  0.0797
C  -14.31  13.46  17.59  -0.0575
C  -10.54  12.58  9.75  -0.0486
C  -19.15  13.81  24.78  -0.3370
C  -7.89  15.37  27.60  -0.6210
N  -5.27  6.28  18.26  0.0076
N  -3.91  11.59  14.33  0.0009
H  -4.53  6.40  20.26  0.0837
C  -7.20  14.35  28.45  0.0013
O  -19.10  12.63  24.16  0.0181
H  -15.17  14.12  17.54  0.0740
C  -5.95  5.13  18.31  -0.5730
O  -13.37  12.21  19.39  -0.0316
H  -15.82  12.18  6.99  0.1337
H  -15.22  13.21  19.54  0.1222
H  -17.58  12.94  4.42  0.0767
C  -6.78  4.77  17.11  -0.0069
C  -4.21  10.57  13.53  -0.6169
H  -6.82  14.77  29.38  0.0887
O  -7.42  16.45  27.41  0.0610
H  -14.43  12.49  17.11  0.0817
H  -4.25  13.54  15.00  0.0755
H  -2.22  10.09  13.21  0.0739
H  -13.50  13.95  17.04  0.0763
H  -10.72  11.63  10.26  0.0720
H  -20.00  21.36  10.44  0.0899
H  -15.96  10.21  8.26  0.0753
H  -13.83  14.19  19.61  0.1196
O  -5.98  4.40  19.30  0.0241
N  -9.00  14.97  26.99  -0.0141
N  -16.76  11.91  7.24  0.0070
C  -18.07  11.71  24.30  -0.2376
C  -18.76  17.46  11.09  -0.0013
H  -3.27  9.03  12.33  0.0872
H  -19.25  10.03  23.81  0.0856
C  -4.38  6.88  19.29  -0.0510
C  -16.78  10.93  8.32  -0.0692
H  -17.90  11.43  25.34  0.1378
H  -3.33  6.81  19.02  0.0743